[1]
This record from OMol25 describes a cluster of 8 separate species, C34H89N5O12 in total in a non-equilibrium geometry. The level of theory is the ωB97M-V functional and the def2-TZVPD basis.

Each line ends with the Löwdin charge.
Atoms and positions in Å:
1 O 0.76 2.42 -3.39  -0.2001
2 O 3.11 -5.66 -0.23  -0.1873
3 O -6.98 1.19 -2.77  -0.0766
4 O 1.04 -2.97 6.08  -0.2441
5 O -0.75 -1.12 5.23  -0.1099
6 O -3.83 -3.17 -0.22  -0.1857
7 O 2.48 -1.13 -3.15  -0.1934
8 O -1.24 7.94 -4.12  -0.1881
9 O 4.46 2.48 -0.56  -0.0892
10 O -6.08 -1.29 5.28  -0.1801
11 O 0.15 -1.34 0.65  -0.2364
12 O 3.95 -0.25 2.97  -0.2284
13 N -0.90 1.06 -0.44  -0.0517
14 N 2.92 -0.22 -0.55  -0.0485
15 N -5.10 -1.53 1.78  -0.0558
16 N -1.68 7.47 -6.97  0.0260
17 N 2.26 -5.17 3.35  -0.0527
18 C -5.72 -2.05 0.54  -0.1964
19 C 5.09 0.05 3.78  -0.0922
20 C -1.13 -0.92 1.02  -0.2102
21 C 4.21 -6.22 -0.89  -0.1225
22 C -5.80 0.41 -2.58  -0.3293
23 C 3.12 -5.93 1.15  -0.2473
24 C 1.03 -0.50 3.72  -0.0869
25 C -0.88 6.58 -6.06  -0.4109
26 C -4.68 -2.09 -0.54  -0.2613
27 C 0.02 -0.01 4.76  -0.2940
28 C -0.84 1.44 -1.80  -0.2237
29 C 3.85 -0.99 -2.73  -0.1874
30 C -1.77 -0.07 -0.10  -0.1905
31 C 4.30 -0.22 1.58  -0.1873
32 C 1.33 -2.89 7.48  -0.0762
33 C -5.39 -1.97 4.25  -0.2262
34 C 1.58 -4.04 3.99  -0.2126
35 C -5.98 -1.53 2.94  -0.2152
36 C 4.04 3.21 -1.69  -0.3386
37 C 0.43 2.24 -2.03  -0.2259
38 C -4.59 1.23 -3.06  -0.0674
39 C -0.74 8.97 -3.30  -0.1116
40 C -3.21 -3.77 -1.33  -0.1043
41 C -0.24 7.39 -4.96  -0.2268
42 C -5.47 -1.47 6.53  -0.1282
43 C -0.02 5.72 -6.95  -0.0720
44 C 2.19 -5.00 1.90  -0.2110
45 C 2.94 -0.40 0.91  -0.2053
46 C 4.67 4.59 -1.59  -0.0852
47 C 0.95 3.76 -3.81  -0.0985
48 C 1.90 -3.94 5.47  -0.1993
49 C 0.15 -2.54 -0.13  -0.0525
50 C 2.14 -0.37 -4.28  -0.1164
51 C 3.77 -1.22 -1.24  -0.1781
52 H 3.92 1.67 -0.53  0.0353
53 H 1.47 0.41 3.28  0.0719
54 H -5.20 -2.18 -1.51  0.1065
55 H -2.67 -3.05 -1.94  0.0810
56 H -5.34 -3.05 4.43  0.1261
57 H -4.24 -2.06 1.89  0.0900
58 H -6.13 -3.06 0.66  0.1240
59 H 0.08 8.62 -2.67  0.0884
60 H -0.51 4.80 -7.28  0.0770
61 H -3.68 0.70 -2.81  0.0532
62 H 0.04 4.33 -3.61  0.0890
63 H 1.19 -5.26 1.54  0.1213
64 H -4.64 1.26 -4.15  0.0758
65 H 2.01 -0.36 -0.96  0.0822
66 H -0.08 0.88 0.13  0.0990
67 H -0.89 0.59 -2.50  0.1187
68 H 1.23 1.58 -1.64  0.1009
69 H 0.84 -3.71 8.00  0.0950
70 H 2.36 -3.98 1.55  0.1063
71 H -2.53 7.70 -6.47  0.0626
72 H 4.20 2.72 -2.66  0.1094
73 H 1.17 -2.87 -0.32  0.0726
74 H 4.25 -0.03 -3.03  0.1156
75 H -5.86 -0.63 -2.89  0.1035
76 H 4.74 -1.22 -0.74  0.1144
77 H 2.95 3.34 -1.64  0.0832
78 H 4.75 0.73 1.29  0.1194
79 H 2.96 -3.76 5.61  0.1293
80 H -0.46 -3.30 0.37  0.0907
81 H -1.58 9.28 -2.69  0.0894
82 H -6.15 -1.08 7.29  0.0850
83 H -2.01 -0.79 -0.90  0.0901
84 H -4.34 -1.63 4.25  0.1243
85 H -2.71 0.41 0.22  0.1177
86 H -0.27 -2.26 -1.10  0.0869
87 H 0.49 0.55 5.58  0.1074
88 H -3.94 -4.25 -1.99  0.0893
89 H 5.19 -5.87 -0.54  0.0865
90 H -0.16 -1.75 5.68  0.0338
91 H 4.14 -5.93 1.57  0.1201
92 H -0.42 9.83 -3.91  0.0883
93 H 4.22 5.37 -2.21  0.0656
94 H 1.86 -0.99 4.22  0.0630
95 H 1.80 4.31 -3.39  0.0759
96 H 2.91 -7.00 1.31  0.1229
97 H -0.74 0.64 4.33  0.1032
98 H 4.43 -1.80 -3.18  0.1224
99 H -6.34 -0.50 3.04  0.1205
100 H 1.82 -6.05 3.57  0.1149
101 H -6.96 -1.99 2.71  0.1164
102 H -1.72 5.99 -5.66  0.1379
103 H 0.88 5.33 -6.45  0.0556
104 H -6.50 -1.30 0.35  0.1189
105 H 0.44 8.14 -5.39  0.1295
106 H 2.46 -1.35 1.20  0.1016
107 H 3.27 -2.19 -1.09  0.1140
108 H -5.69 0.39 -1.48  0.0962
109 H 5.92 -0.60 3.47  0.0857
110 H -7.73 0.58 -2.74  0.0809
111 H 2.26 0.34 1.33  0.1067
112 H 0.40 6.77 -4.32  0.1141
113 H 1.58 -4.89 5.92  0.1261
114 H -5.26 -2.50 6.84  0.0843
115 H 0.43 6.14 -7.85  0.0747
116 H -4.52 -0.93 6.62  0.0876
117 H -1.18 8.35 -7.06  0.0656
118 H -4.20 -1.13 -0.75  0.0888
119 H 4.52 5.00 -0.59  0.0751
120 H -1.00 -0.27 1.89  0.1154
121 H -1.83 -1.70 1.33  0.1207
122 H -1.70 2.08 -2.06  0.1161
123 H 4.81 -0.24 4.79  0.0837
124 H 0.87 -1.96 7.82  0.0909
125 H 1.06 3.64 -4.89  0.0794
126 H 0.50 -4.06 3.79  0.1347
127 H 2.69 0.57 -4.39  0.0796
128 H 1.08 -0.15 -4.31  0.0793
129 H 4.19 -5.87 -1.93  0.0867
130 H 0.60 -1.08 2.91  0.0485
131 H 2.39 -2.66 7.63  0.0935
132 H 4.96 -1.08 1.41  0.1170
133 H 2.41 -0.89 -5.21  0.0860
134 H -2.52 -4.54 -0.97  0.0866
135 H 1.98 -3.14 3.53  0.1009
136 H 0.49 3.15 -1.44  0.1317
137 H 4.20 -7.31 -0.79  0.0880
138 H 5.31 1.12 3.77  0.0905
139 H -4.71 2.23 -2.65  0.0824
140 H 5.75 4.52 -1.75  0.0724

The orbital gap comes out at 9.02 eV. The HOMO energy comes out at -8.4 eV. For the energy above the lowest of the compared OMol25 structures with the same formula, charge and spin, the calculation gives 0.000 eV. Its structure (SMILES) is COC[C@H](C)N.COCCNCCOC.COCCNCCOC.COCCNCCOC.COCCNCCOC.CCO.CCO.CCO. The total energy comes out at -68713.280 eV. The LUMO energy is 0.58 eV. The spin multiplicity is 1.


[2]
This record from OMol25 describes a cluster of 8 separate species, C34H90N6O10 in total in a non-equilibrium geometry. The level of theory is the ωB97M-V functional and the def2-TZVPD basis.

Each line ends with the Löwdin charge.
Atoms and positions in Å:
1 O 0.80 7.62 3.65  -0.1784
2 O 3.90 -0.94 8.53  -0.1692
3 O 1.24 1.98 -5.96  -0.1655
4 O 1.86 11.78 2.02  -0.1943
5 O 3.70 3.03 -1.21  -0.0662
6 O -6.78 -7.47 2.14  -0.1983
7 O -4.71 -2.89 -3.89  -0.1842
8 O -3.03 -6.05 -6.42  -0.1678
9 O -0.66 0.59 -1.22  -0.0253
10 O 1.53 -5.31 -2.46  -0.2186
11 N -4.58 -5.88 -3.98  -0.0489
12 N 4.70 -0.18 4.89  0.0301
13 N 1.44 -6.51 1.03  0.0342
14 N -3.97 -5.24 3.09  0.0349
15 N -0.54 3.61 -4.46  0.0379
16 N -0.23 10.19 3.07  -0.0708
17 C 1.89 -6.56 -0.37  -0.4255
18 C 1.45 -5.25 -1.02  -0.1808
19 C -3.65 -5.14 -3.07  -0.1924
20 C -6.13 -5.18 4.41  -0.0482
21 C 4.64 -0.64 7.34  -0.2248
22 C -0.49 0.84 0.12  -0.5488
23 C -7.54 -7.51 0.87  -0.0621
24 C -5.20 -5.96 3.39  -0.4406
25 C -3.98 -7.17 -4.44  -0.1931
26 C -4.42 -1.51 -3.95  -0.1081
27 C 5.19 3.14 -1.28  -0.4321
28 C 2.48 12.16 0.84  -0.1743
29 C 4.64 -0.73 9.70  -0.1429
30 C -0.47 7.91 4.12  -0.2598
31 C -0.24 5.42 -6.03  -0.0763
32 C 2.46 1.50 -6.31  -0.1711
33 C 1.15 3.38 -6.21  -0.2041
34 C 1.87 -4.18 -3.25  -0.0988
35 C 0.91 6.19 3.33  -0.0732
36 C 0.61 -0.03 0.69  -0.0725
37 C 3.95 -0.86 6.03  -0.3921
38 C 1.30 -7.80 -1.09  -0.0677
39 C 0.52 12.47 2.14  -0.1164
40 C -4.21 -3.74 -2.85  -0.2069
41 C -1.79 -5.53 -6.78  -0.1409
42 C -2.79 -7.00 -5.36  -0.2326
43 C 5.70 4.39 -0.53  -0.0670
44 C -0.24 11.66 3.26  -0.1861
45 C 3.71 -2.36 5.81  -0.0625
46 C -5.89 -6.37 2.16  -0.2595
47 C -0.48 9.41 4.22  -0.2507
48 C 5.79 1.90 -0.57  -0.0746
49 C -1.82 0.66 0.83  -0.0454
50 C -0.21 3.93 -5.86  -0.4392
51 H 0.13 0.85 -1.70  0.0943
52 H -1.18 5.92 -5.78  0.0840
53 H 5.73 -0.65 9.72  0.0828
54 H -3.37 -3.18 -2.42  0.1076
55 H 0.57 5.86 2.35  0.0789
56 H 5.63 -0.55 4.72  0.0587
57 H -4.18 -4.53 2.40  0.0675
58 H 0.47 -6.21 1.06  0.0647
59 H 5.13 4.49 0.39  0.0810
60 H 0.19 11.90 4.24  0.1005
61 H -5.58 -5.15 5.36  0.0669
62 H -4.95 -1.14 -4.83  0.0859
63 H 1.55 -7.44 1.39  0.0649
64 H 2.96 -6.72 -0.49  0.1325
65 H -3.60 -4.86 3.95  0.0685
66 H 2.08 -4.45 -0.62  0.1193
67 H 4.22 -0.05 4.02  0.0578
68 H -5.21 -6.75 1.40  0.1242
69 H 3.05 -0.24 6.04  0.1355
70 H -1.16 -5.26 -5.94  0.0765
71 H -1.81 -6.95 -4.90  0.1095
72 H 1.42 -7.85 -2.17  0.0680
73 H -4.49 -5.27 -4.78  0.0799
74 H -0.11 12.38 1.25  0.1100
75 H -1.54 9.61 4.40  0.1150
76 H -1.25 7.62 3.42  0.1244
77 H 6.77 4.59 -0.45  0.0808
78 H -2.72 -5.16 -3.64  0.0954
79 H -2.67 -7.96 -5.87  0.1173
80 H 0.43 -4.94 -0.78  0.1201
81 H 2.55 0.44 -6.52  0.0888
82 H 1.42 -4.09 -4.24  0.0745
83 H -3.37 -1.25 -4.06  0.0841
84 H 5.63 3.09 -2.28  0.1245
85 H 0.46 9.83 2.42  0.1086
86 H -7.07 -5.72 4.41  0.0727
87 H -1.31 4.04 -3.97  0.0684
88 H 1.97 5.98 3.29  0.0813
89 H -3.84 -7.93 -3.67  0.1182
90 H -1.82 -4.67 -7.45  0.0907
91 H -2.12 -0.38 0.99  0.0798
92 H -0.65 2.60 -4.43  0.0606
93 H -4.83 -3.80 -1.96  0.1140
94 H -6.79 -7.55 0.08  0.0808
95 H -0.93 3.43 -6.50  0.1382
96 H 1.52 -0.12 0.11  0.0777
97 H 1.32 3.62 -7.27  0.1226
98 H -4.84 -0.97 -3.11  0.0825
99 H 4.66 -2.81 5.54  0.0749
100 H 0.68 13.52 2.39  0.1146
101 H -0.01 1.78 0.39  0.1294
102 H 0.04 5.64 -7.06  0.0749
103 H 2.87 2.02 -7.18  0.0882
104 H 0.90 0.35 1.67  0.0768
105 H 3.15 1.59 -5.47  0.0872
106 H 0.23 -7.76 -0.90  0.0745
107 H 6.86 1.97 -0.37  0.0741
108 H 2.04 3.82 -5.76  0.1281
109 H -1.74 1.06 1.83  0.0769
110 H 3.24 11.54 0.37  0.0847
111 H 3.40 3.74 -1.78  0.0703
112 H 5.04 0.37 7.35  0.1232
113 H 5.60 0.97 -1.12  0.0698
114 H -6.42 -5.49 1.79  0.1255
115 H 0.26 -1.05 0.90  0.0733
116 H 5.30 5.18 -1.16  0.0644
117 H -6.30 -4.14 4.14  0.0678
118 H 5.33 1.80 0.41  0.0729
119 H -0.60 7.35 5.05  0.1244
120 H -2.54 1.30 0.31  0.0808
121 H 0.05 9.85 5.06  0.1164
122 H 0.40 5.55 4.04  0.0804
123 H 1.88 12.47 -0.01  0.0777
124 H 4.35 0.19 10.21  0.0823
125 H -8.14 -8.42 0.84  0.0825
126 H -3.40 -5.69 -2.17  0.1196
127 H -1.24 12.07 3.37  0.1060
128 H -4.92 -6.85 3.95  0.1345
129 H 0.63 5.93 -5.61  0.0818
130 H 5.45 -1.34 7.52  0.1212
131 H 3.07 -2.55 4.94  0.0663
132 H 1.60 -3.26 -2.73  0.0811
133 H -4.77 -7.64 -5.02  0.1077
134 H 2.94 -4.32 -3.40  0.0855
135 H -1.28 -6.34 -7.31  0.0878
136 H -8.23 -6.68 0.78  0.0834
137 H 4.53 -1.51 10.46  0.0823
138 H 2.95 13.10 1.13  0.0814
139 H 3.20 -2.89 6.61  0.0760
140 H 1.77 -8.68 -0.65  0.0711

The orbital gap comes out at 8.38 eV. The HOMO energy comes out at -8.1 eV. For the energy above the lowest of the compared OMol25 structures with the same formula, charge and spin, the calculation gives 7.098 eV. Its structure (SMILES) is COC[C@H](C)N.COC[C@H](C)N.COC[C@H](C)N.COC[C@H](C)N.COCCNCCOC.COCCNCCOC.CC(C)O.CC(C)O. The total energy comes out at -66122.178 eV. The LUMO energy is 0.27 eV. The spin multiplicity is 1.


[3]
This record from OMol25 describes a cluster of 9 separate species, C34H91N13O14 in total in a non-equilibrium geometry. The level of theory is the ωB97M-V functional and the def2-TZVPD basis.

Each line ends with the Löwdin charge.
Atoms and positions in Å:
1 O -1.70 -2.54 4.13  -0.2125
2 O -4.23 2.08 -0.01  -0.2148
3 O -3.47 0.79 -6.13  -0.1894
4 O 3.65 -0.72 -4.17  -0.1928
5 O 4.70 0.99 0.02  -0.2340
6 O -0.81 2.80 -0.33  -0.0064
7 O 0.54 1.40 -4.88  -0.1964
8 O 2.15 -0.69 3.84  -0.2072
9 O 1.07 -1.36 0.25  -0.0578
10 O 2.11 -5.17 -2.44  -0.0054
11 O 1.13 -7.23 3.75  0.0019
12 O 1.66 6.02 3.19  -0.2111
13 O -2.11 -2.54 -1.36  -0.2576
14 O -1.84 1.84 3.92  -0.1852
15 N -2.15 4.05 -1.67  0.1992
16 N 0.72 -1.31 -5.16  -0.0317
17 N 0.43 -3.77 -1.87  0.1660
18 N 4.44 0.84 2.90  -0.0560
19 N -0.70 -0.09 -0.37  0.1999
20 N 1.39 0.91 0.11  0.1720
21 N 2.50 -3.60 -0.83  0.1678
22 N -1.54 -3.12 1.49  -0.0316
23 N 0.11 3.66 2.77  -0.0305
24 N -0.56 -5.65 3.60  0.1586
25 N 1.43 -5.26 2.61  0.1554
26 N -3.81 1.20 -2.55  -0.0566
27 N -1.95 4.39 0.67  0.1508
28 C -3.61 1.58 -3.94  -0.1887
29 C -0.15 -0.79 -4.11  -0.1783
30 C 0.60 -0.23 0.01  -0.6112
31 C -2.70 -3.67 -0.76  -0.2117
32 C 0.26 0.64 -3.71  -0.2059
33 C -1.16 -2.04 5.30  -0.1413
34 C -1.94 -4.10 0.47  -0.1957
35 C 2.22 4.94 2.49  -0.2284
36 C -0.55 1.92 4.43  -0.2844
37 C -5.17 1.15 -0.54  -0.1877
38 C -2.71 1.88 5.07  -0.0907
39 C 4.58 -0.50 3.58  -0.1827
40 C 0.70 -6.13 3.38  -0.6653
41 C -1.61 3.70 -0.48  -0.6556
42 C -3.79 0.36 -4.84  -0.2664
43 C 0.49 2.29 3.37  -0.1621
44 C 3.40 -0.62 4.54  -0.2125
45 C 0.55 2.75 -4.53  -0.1236
46 C 5.63 1.32 2.25  -0.1805
47 C 0.93 7.08 2.57  -0.0898
48 C 4.60 0.42 -1.33  -0.0578
49 C 1.84 -1.96 3.27  -0.1004
50 C 1.22 4.03 1.82  -0.2112
51 C -5.19 1.10 -2.09  -0.1883
52 C -3.30 -0.30 -7.02  -0.1003
53 C 1.76 -2.29 -4.78  -0.1902
54 C 2.75 -1.80 -3.78  -0.2193
55 C -2.95 -1.82 -2.18  -0.1286
56 C 5.74 0.53 0.88  -0.1934
57 C 4.64 -1.19 -5.05  -0.1260
58 C -2.53 -2.17 1.99  -0.1925
59 C -1.93 -1.44 3.19  -0.1626
60 C -4.07 2.03 1.39  -0.1018
61 C 1.71 -4.25 -1.73  -0.6825
62 H -0.67 -4.64 3.65  0.0734
63 H 0.70 4.43 0.92  0.0913
64 H -1.09 0.88 -0.42  0.0854
65 H 0.88 -1.89 2.90  0.0320
66 H 0.17 7.36 3.26  0.0740
67 H -0.37 2.69 5.22  0.1242
68 H 0.46 1.50 2.66  0.0736
69 H -4.06 1.02 1.78  0.0736
70 H 1.57 7.95 2.31  0.0962
71 H -0.66 -2.67 1.25  0.0750
72 H -4.85 0.16 -0.21  0.0987
73 H -0.33 3.04 -3.90  0.0589
74 H 3.93 -0.47 -1.34  0.0817
75 H -0.46 1.26 -3.07  0.1081
76 H -3.91 -1.47 -1.68  0.1100
77 H 3.69 0.78 2.27  0.0661
78 H 4.71 -0.43 -5.83  0.0903
79 H 5.46 2.43 2.08  0.1289
80 H -2.79 0.94 5.61  0.0658
81 H -1.48 4.11 1.53  0.0635
82 H 2.52 -2.26 2.54  0.0590
83 H -0.19 0.98 4.86  0.1096
84 H -3.77 -3.39 -0.47  0.1386
85 H -1.00 -0.86 3.04  0.1188
86 H 1.28 -3.19 -4.35  0.1133
87 H -1.88 -1.33 5.79  0.0879
88 H 2.14 -2.56 -5.75  0.1088
89 H -1.21 -6.26 4.06  0.1055
90 H -3.15 2.59 1.63  0.0693
91 H 1.57 2.30 3.89  0.1603
92 H 4.64 -1.46 3.01  0.1143
93 H -4.24 2.45 -4.32  0.1472
94 H 0.93 1.74 -0.28  0.0616
95 H -2.82 -4.47 -1.48  0.1184
96 H 0.56 3.38 -5.47  0.1130
97 H -3.73 2.14 4.73  0.0901
98 H -3.36 -2.72 2.43  0.1283
99 H -0.89 -2.85 5.97  0.0924
100 H 6.71 0.74 0.37  0.1277
101 H 3.49 -3.77 -0.80  0.1055
102 H -2.77 -0.85 3.69  0.1328
103 H -4.91 2.53 1.87  0.0896
104 H -6.13 1.38 -0.12  0.1156
105 H -1.70 3.60 -2.45  0.0827
106 H 2.31 -5.54 2.18  0.1164
107 H 3.33 0.28 5.12  0.1076
108 H 5.57 0.14 -1.72  0.0805
109 H 0.85 -4.67 2.08  0.0477
110 H -3.05 -0.35 -4.47  0.0770
111 H -2.53 1.71 -4.14  0.1074
112 H 0.11 -3.08 -1.22  0.0452
113 H 2.13 -2.74 -0.45  0.0337
114 H 2.43 0.78 -0.15  0.1136
115 H -3.17 0.13 -8.01  0.0851
116 H -3.47 1.98 -2.03  0.0534
117 H -2.87 -1.44 1.30  0.0837
118 H 1.87 -2.72 4.02  0.0817
119 H 1.19 -0.53 -5.56  0.0755
120 H 2.15 -1.48 -2.94  0.0916
121 H -5.76 0.18 -2.41  0.1319
122 H 0.14 4.24 3.60  0.0976
123 H -0.26 -4.28 -2.42  0.1251
124 H -0.10 -1.41 -3.16  0.1120
125 H 6.43 1.28 2.94  0.0928
126 H -1.24 -0.98 -0.52  0.0963
127 H 1.84 3.15 1.46  0.1184
128 H 1.41 2.97 -3.88  0.0914
129 H 5.53 -0.48 1.16  0.0963
130 H 5.60 -1.47 -4.57  0.0906
131 H 1.24 0.59 -3.21  0.1143
132 H -4.18 -0.99 -6.92  0.0995
133 H -2.36 -0.88 -6.82  0.0934
134 H 3.43 -1.46 5.24  0.1188
135 H -3.08 -2.40 -3.15  0.1235
136 H -2.72 4.85 -1.63  0.0954
137 H 4.40 -2.15 -5.57  0.0889
138 H 3.31 -2.69 -3.46  0.1222
139 H -2.37 2.73 5.72  0.0976
140 H -0.27 -1.44 5.20  0.0625
141 H 2.77 4.34 3.24  0.1262
142 H 0.32 6.74 1.73  0.0717
143 H -1.01 -4.70 0.20  0.1247
144 H -4.77 -0.08 -4.87  0.1206
145 H -5.74 1.96 -2.48  0.1085
146 H 2.94 5.39 1.79  0.1254
147 H -1.21 -0.80 -4.43  0.0817
148 H 5.46 -0.44 4.28  0.1304
149 H -2.28 5.37 0.49  0.1237
150 H -2.53 -4.85 0.94  0.1003
151 H -2.37 -1.04 -2.49  0.0084
152 H 4.21 1.15 -2.00  0.0717

The orbital gap comes out at 8.64 eV. The HOMO energy comes out at -8.4 eV. For the energy above the lowest of the compared OMol25 structures with the same formula, charge and spin, the calculation gives 1.637 eV. Its structure (SMILES) is COCCNCCOC.COCCNCCOC.COCCNCCOC.COCCNCCOC.COCCNCCOC.NC(N)=O.NC(N)=O.NC(N)=O.NC(N)=O. The total energy comes out at -84765.941 eV. The LUMO energy is 0.19 eV. The spin multiplicity is 1.